The following is a quantum chemistry calculation of a structure of composition C48H35GaN10OS, from the OMol25 dataset.

Positions of all 96 atoms, in Å:
Ga 0.048 -0.854 -0.332
C -1.535 -4.684 -5.380
C -1.392 -5.718 -4.447
C -0.900 -5.477 -3.175
C -0.563 -4.169 -2.862
C -0.059 -3.555 -1.639
N 0.081 -2.206 -1.833
C -0.293 -1.917 -3.116
N -0.302 -0.745 -3.706
C 0.029 0.368 -3.075
C 0.065 1.662 -3.729
C -0.256 2.064 -5.020
C -0.179 3.416 -5.301
C 0.216 4.344 -4.325
C 0.555 3.940 -3.047
C 0.471 2.582 -2.764
C 0.663 1.836 -1.537
N 1.044 2.404 -0.410
C 1.207 1.731 0.703
N 1.044 0.386 0.904
C 1.416 0.092 2.188
N 1.509 -1.091 2.749
C 1.271 -2.216 2.094
N 0.860 -2.355 0.800
C 0.672 -3.681 0.552
N 0.218 -4.243 -0.560
C 1.019 -4.450 1.732
C 1.021 -5.815 1.992
C 1.416 -6.222 3.253
C 1.799 -5.292 4.232
C 1.795 -3.934 3.972
C 1.399 -3.527 2.704
C 1.780 1.324 2.875
C 2.204 1.576 4.172
C 2.484 2.890 4.505
C 2.353 3.923 3.566
C 1.941 3.667 2.270
C 1.653 2.349 1.942
N 0.369 0.517 -1.761
C -0.705 -3.142 -3.789
C -1.191 -3.380 -5.065
H -1.924 -4.913 -6.364
H -1.673 -6.724 -4.730
H -0.788 -6.268 -2.445
H -0.568 1.341 -5.762
H -0.436 3.774 -6.290
H 0.238 5.396 -4.575
H 0.842 4.651 -2.284
H 0.722 -6.523 1.231
H 1.430 -7.277 3.496
H 2.101 -5.650 5.207
H 2.086 -3.210 4.721
H 2.306 0.771 4.887
H 2.812 3.130 5.508
H 2.582 4.937 3.866
H 1.841 4.455 1.536
H -1.303 -2.571 -5.774
S -2.076 -1.014 0.437
C -2.909 -1.383 -1.097
C -3.117 -0.392 -2.052
C -3.752 -0.694 -3.249
C -4.201 -1.984 -3.497
C -4.009 -2.972 -2.540
C -3.364 -2.676 -1.347
H -2.766 0.611 -1.841
H -3.887 0.082 -3.992
H -4.693 -2.221 -4.432
H -4.349 -3.983 -2.727
H -3.194 -3.449 -0.609
C -5.253 7.595 -3.487
C -4.917 6.185 -3.954
N -4.583 5.277 -2.860
C -5.568 4.279 -2.461
C -6.727 4.861 -1.664
C -3.367 5.426 -2.278
O -2.558 6.261 -2.655
C -3.034 4.516 -1.129
C -3.264 4.896 0.186
C -2.875 4.040 1.202
C -2.266 2.838 0.864
N -2.027 2.472 -0.391
C -2.412 3.298 -1.359
H -5.485 8.230 -4.343
H -4.401 8.026 -2.963
H -6.115 7.597 -2.819
H -4.068 6.219 -4.638
H -5.761 5.746 -4.489
H -5.069 3.506 -1.880
H -5.942 3.796 -3.367
H -6.366 5.319 -0.742
H -7.435 4.074 -1.402
H -7.261 5.619 -2.237
H -3.733 5.848 0.405
H -3.034 4.294 2.241
H -1.958 2.136 1.631
H -2.207 2.985 -2.379

Output
**HOMO-LUMO gap (alpha / beta)**: 5.01 / 4.99 eV
**Spin multiplicity**: 1
**Highest occupied orbital energy (alpha / beta)**: -0.2401 / -0.2394 Eh
**ΔE to the lowest compared entry with this formula, charge and spin**: 5.6 kcal per mole
**LUMO energy (alpha / beta)**: -1.53 / -1.53 eV

---

The following is a quantum chemistry calculation of a structure of composition C48H35N3O8P2ReS at a distorted geometry, from the OMol25 dataset.

Positions of all 98 atoms, in Å:
Re 0.242 -0.729 0.552
O 0.426 -2.145 3.502
S -0.461 -1.315 2.736
C -0.804 0.213 3.666
C -1.291 0.189 4.961
C -1.493 1.383 5.641
C -1.199 2.594 5.030
C -0.695 2.616 3.742
C -0.502 1.422 3.049
P 0.379 1.449 1.461
C 2.059 1.851 2.019
C 2.899 0.829 2.457
C 4.169 1.134 2.917
C 4.584 2.455 2.984
C 3.722 3.476 2.607
C 2.463 3.181 2.118
C -0.227 2.856 0.513
C 0.642 3.435 -0.413
C 0.279 4.594 -1.070
C -0.954 5.176 -0.809
C -1.845 4.568 0.065
C -1.494 3.400 0.718
C -2.100 -2.093 2.693
C -2.618 -2.713 3.815
C -3.893 -3.258 3.767
C -4.643 -3.171 2.604
C -4.110 -2.575 1.472
C -2.820 -2.049 1.500
P -1.937 -1.510 -0.006
C -3.151 -0.780 -1.131
C -3.074 -1.068 -2.494
C -3.993 -0.511 -3.365
C -4.979 0.337 -2.885
C -5.030 0.657 -1.535
C -4.114 0.109 -0.654
C -1.441 -3.078 -0.788
C -2.373 -4.036 -1.113
C -2.009 -5.244 -1.700
C -0.655 -5.535 -1.931
C 0.312 -4.630 -1.630
C -0.013 -3.261 -1.179
H -1.486 -0.753 5.446
H -1.865 1.360 6.654
H -1.343 3.521 5.565
H -0.433 3.553 3.270
H 2.576 -0.202 2.438
H 4.829 0.337 3.222
H 5.576 2.691 3.336
H 4.025 4.509 2.693
H 1.802 3.979 1.812
H 1.611 2.988 -0.583
H 0.961 5.053 -1.769
H -1.217 6.111 -1.278
H -2.810 5.014 0.251
H -2.177 2.930 1.411
H -2.019 -2.796 4.708
H -4.301 -3.750 4.636
H -5.638 -3.588 2.572
H -4.700 -2.510 0.570
H -2.303 -1.727 -2.866
H -3.935 -0.741 -4.418
H -5.705 0.753 -3.565
H -5.789 1.332 -1.171
H -4.154 0.355 0.399
H -3.413 -3.856 -0.883
H -2.764 -5.972 -1.947
H -0.383 -6.493 -2.342
H 1.353 -4.849 -1.803
H 0.684 -2.935 -0.384
O 6.800 -1.745 -3.820
N 5.621 -1.701 -4.051
O 5.094 -1.657 -5.134
C 4.722 -1.663 -2.896
C 5.248 -1.601 -1.613
C 4.386 -1.466 -0.544
C 2.977 -1.326 -0.710
O 2.215 -1.050 0.287
C 2.479 -1.473 -2.047
C 3.350 -1.638 -3.111
N 1.101 -1.339 -2.354
O 0.460 -0.232 -1.701
O 0.270 -2.381 -2.404
N 4.916 -1.478 0.808
O 4.169 -1.855 1.682
O 6.053 -1.116 0.956
H 6.318 -1.661 -1.459
H 2.973 -1.717 -4.121
C 0.523 3.162 -4.121
C 1.712 2.614 -3.673
C 1.704 1.506 -2.844
C 0.490 0.939 -2.482
C -0.709 1.497 -2.899
C -0.684 2.614 -3.718
H 0.547 4.012 -4.785
H 2.655 3.041 -3.975
H 2.629 1.080 -2.493
H -1.640 1.054 -2.588
H -1.618 3.039 -4.051

Output
**HOMO-LUMO gap (alpha / beta)**: 3.84 / 4.40 eV
**Net charge**: +2
**Spin multiplicity**: 2
**Expectation value of S²**: 0.880
**Highest occupied orbital energy (alpha / beta)**: -0.4773 / -0.4736 Eh
**LUMO energy (alpha / beta)**: -9.14 / -8.49 eV